The following is a DFT calculation (wB97M-V/def2-TZVPD) of a 12-piece molecular cluster, C41H88F12N12O29S12 overall in a non-equilibrium geometry.

```
194
Properties=species:S:1:pos:R:3:forces:R:3:lowdin_charge:R:1
C -9.8036 0.6053 -1.0918 0.53 -2.02 1.90 0.035
C -8.7877 0.5683 0.0847 2.49 1.88 -3.54 -0.332
O -7.6016 0.7697 -0.1426 -3.27 -0.97 2.10 0.164
N -9.3282 0.4728 1.5063 0.70 -0.44 -1.68 0.080
H -10.2716 0.1121 1.5094 -0.54 0.00 -0.14 0.174
H -8.7622 -0.2571 1.9150 0.58 -0.33 0.73 0.184
C -9.2118 1.7552 2.2657 -0.14 -0.93 0.28 0.052
H -9.2776 0.2717 -1.9863 0.22 1.22 -0.12 0.101
H -10.4030 1.5151 -1.0574 0.16 -0.10 -0.45 0.102
H -10.4128 -0.2876 -0.9516 -0.85 0.20 0.27 0.084
H -9.5130 1.3804 3.2438 0.31 1.02 0.39 0.119
H -9.9289 2.4658 1.8545 0.26 0.02 0.10 0.115
H -8.1631 2.0374 2.1722 -0.25 0.31 0.36 0.120
C 3.0730 1.0918 -0.9045 -1.56 -0.66 0.02 0.044
C 1.8075 0.3978 -0.4256 2.56 -2.28 5.16 -0.281
O 1.8632 -0.5509 0.4108 -1.83 4.20 -4.40 0.099
N 0.4885 1.2126 -0.7150 0.10 -4.08 1.69 0.126
H 0.6584 2.0896 -0.2435 -0.10 0.97 -0.64 0.177
H 0.3608 1.1650 -1.7157 -0.09 1.07 -0.59 0.179
C -0.6735 0.5098 -0.0081 -0.05 0.19 -0.10 0.012
H 3.8930 0.6932 -0.3071 0.02 -0.21 -0.63 0.111
H 3.0466 2.1731 -0.7700 -0.27 0.08 -0.18 0.107
H 3.0362 0.8421 -1.9648 1.04 0.23 -0.32 0.115
H -0.8103 -0.5404 -0.2660 0.56 0.19 -0.65 0.100
H -1.5778 1.0450 -0.2977 0.11 0.10 0.50 0.103
H -0.4346 0.4655 1.0545 -0.29 0.59 -0.10 0.104
C 3.2421 1.2258 5.9893 0.93 1.15 -0.97 0.011
C 3.4684 1.1881 7.5029 -1.95 -0.47 2.02 -0.459
C 2.7858 -0.0881 8.0323 1.37 -2.97 -0.12 -0.121
C 3.4929 -1.4379 7.5238 -0.51 1.57 0.20 -0.149
C 5.0186 -1.4484 7.8893 -2.94 0.76 -0.31 -0.105
C 5.7178 -0.1433 7.4907 2.19 0.70 1.62 -0.415
N 4.9132 1.1057 7.8277 4.04 6.54 -2.51 0.131
O 5.6658 2.3330 7.8543 -5.13 -7.85 0.31 0.157
C 6.1725 -0.0428 6.0128 -0.34 0.37 -0.74 0.010
C 7.0264 0.0526 8.3689 -0.06 -1.09 -0.39 -0.016
C 2.7434 2.2914 8.3242 0.85 1.01 -0.36 -0.004
H 3.8413 2.0371 5.5760 -0.11 0.22 -0.09 0.110
H 2.2027 1.4508 5.7504 -0.05 -0.02 0.45 0.113
H 3.5311 0.3523 5.4048 -0.05 -0.18 0.58 0.074
H 1.7491 -0.1652 7.7046 0.05 0.55 0.02 0.133
H 2.8050 -0.1430 9.1208 -0.07 0.35 0.06 0.117
H 3.2097 -1.5112 6.4737 0.70 -0.16 -0.25 0.096
H 3.0288 -2.3124 7.9797 -0.07 0.16 0.25 0.109
H 5.3759 -2.3803 7.4511 0.92 0.48 0.12 0.134
H 4.9536 -1.4928 8.9764 0.69 -0.29 0.09 0.123
H 7.0962 -0.6013 5.8618 0.06 0.09 0.37 0.112
H 6.3282 0.9949 5.7180 0.38 0.00 0.27 0.105
H 5.4839 -0.4098 5.2516 -0.34 -0.32 0.44 0.083
H 7.5120 -0.9221 8.3211 0.40 0.08 -0.44 0.094
H 6.9103 0.1516 9.4481 -0.76 0.44 -0.07 0.092
H 7.6785 0.8442 7.9996 -0.14 -0.23 -0.07 0.095
H 2.7060 2.0408 9.3844 -0.17 -0.38 -0.15 0.091
H 1.7417 2.4559 7.9273 0.04 -0.29 0.06 0.104
H 3.2272 3.2681 8.3293 0.19 -0.03 -0.51 0.090
C -4.3765 7.0197 -2.6712 1.23 -0.73 -0.36 0.004
C -5.7495 7.7222 -2.5892 0.20 0.12 2.06 -0.468
C -5.5759 9.1223 -2.0594 -0.20 3.31 -1.49 -0.122
C -5.0448 10.1442 -3.1657 -0.89 -0.31 0.67 -0.121
C -6.0478 10.2666 -4.3134 0.62 -0.98 -0.63 -0.143
C -6.2457 8.8849 -4.9804 -2.48 0.31 -0.55 -0.395
N -6.4564 7.7607 -3.9127 -1.48 -7.33 -1.85 0.141
O -7.0140 6.5042 -4.2597 3.17 8.30 1.68 0.121
C -5.0068 8.4968 -5.8063 -0.02 -0.75 -0.60 0.013
C -7.5907 8.9686 -5.8216 1.05 0.53 -0.23 -0.011
C -6.6225 7.0344 -1.5028 -0.72 -0.82 -0.95 -0.023
H -3.5842 7.5346 -3.2145 -0.51 0.27 -0.61 0.085
H -4.3532 5.9785 -2.9928 -0.64 0.08 -0.47 0.103
H -3.8404 6.9394 -1.7255 -0.88 0.40 0.75 0.110
H -4.9848 9.2697 -1.1555 0.31 -0.88 -0.17 0.141
H -6.5650 9.4694 -1.7607 -0.18 0.16 -0.02 0.118
H -4.0828 9.7517 -3.4953 0.01 0.29 -0.31 0.109
H -4.8974 11.1686 -2.8238 0.23 -0.29 0.65 0.122
H -5.6833 10.8785 -5.1385 0.64 -0.08 0.01 0.128
H -6.9875 10.7983 -4.1642 -0.20 -0.50 1.06 0.122
H -4.1786 8.1318 -5.1988 -0.19 -0.15 -0.15 0.082
H -4.6037 9.2967 -6.4273 -0.34 0.64 0.53 0.110
H -5.2882 7.7838 -6.5813 0.05 -0.58 0.44 0.102
H -8.3906 9.4933 -5.2993 -0.08 -0.73 0.61 0.084
H -7.9135 8.0676 -6.3433 0.10 -0.09 0.45 0.085
H -7.4259 9.7136 -6.6000 0.58 -0.11 -0.29 0.094
H -6.8413 6.0267 -1.8559 0.38 -0.28 0.60 0.078
H -7.6129 7.4632 -1.3499 0.02 0.56 -0.49 0.088
H -6.1698 7.1102 -0.5142 0.49 -0.36 -0.35 0.107
C 2.7831 -8.2696 4.9908 -0.58 -0.25 -0.85 -0.013
C 2.6340 -7.7823 3.5396 1.56 0.15 0.04 -0.443
C 3.7862 -6.7708 3.1696 -0.35 -0.90 1.06 -0.119
C 4.0395 -6.5860 1.6813 -0.15 -0.05 0.89 -0.159
C 4.3462 -7.9326 1.0468 -0.40 1.06 -0.14 -0.154
C 3.2253 -8.9805 1.1368 2.35 0.62 -0.13 -0.423
N 2.8668 -9.0256 2.6610 -7.73 -5.28 -1.35 0.139
O 1.9711 -10.0851 2.8591 5.55 5.93 -0.30 0.123
C 3.9109 -10.2913 0.6728 -0.05 0.14 0.27 -0.013
C 2.0557 -8.5168 0.2511 -1.02 -0.67 0.20 0.000
C 1.2180 -7.2418 3.3388 -1.00 0.33 -0.67 -0.007
H 1.8394 -8.7989 5.1224 0.20 0.01 0.95 0.084
H 2.9106 -7.3941 5.6275 -0.21 -0.23 0.13 0.104
H 3.6021 -8.9774 5.1179 0.10 0.23 0.00 0.098
H 4.6403 -7.1916 3.7003 0.56 -0.34 -0.54 0.119
H 3.6684 -5.8931 3.8050 -0.65 0.43 -0.52 0.125
H 4.9051 -5.9496 1.4977 -0.10 0.14 0.16 0.132
H 3.1863 -6.1193 1.1892 -0.03 0.09 0.02 0.117
H 5.2593 -8.3339 1.4864 0.13 0.01 -0.28 0.132
H 4.4643 -7.6202 0.0092 0.45 -0.90 -0.25 0.141
H 4.8090 -10.4713 1.2636 -0.41 -0.32 0.72 0.091
H 4.4354 -10.1246 -0.2680 -0.73 0.32 -0.46 0.105
H 3.2676 -11.1677 0.5940 0.07 0.15 0.15 0.092
H 2.4164 -8.4355 -0.7742 0.36 0.17 0.14 0.113
H 1.5600 -7.5877 0.5323 0.56 0.08 0.03 0.069
H 1.2367 -9.2330 0.1846 0.13 -0.37 0.32 0.096
H 0.9182 -7.0578 2.3071 0.44 0.06 -0.03 0.073
H 1.0916 -6.2833 3.8422 0.55 0.10 0.12 0.109
H 0.3882 -7.8294 3.7315 0.47 -0.61 0.21 0.098
C -1.6448 -4.6043 -3.5448 -0.23 0.27 1.74 -0.087
C -2.8751 -4.4548 -4.4135 -0.64 -0.45 -1.65 -0.233
C -3.8936 -5.6163 -4.3318 0.96 -0.46 0.81 -0.127
N -5.2561 -5.4671 -5.0489 0.53 0.79 0.16 -0.192
C -5.0032 -4.9383 -6.5126 -1.00 -0.56 0.84 0.057
C -5.9876 -6.8190 -5.0719 -0.30 -0.74 -0.43 -0.119
C -6.9178 -6.9050 -3.8786 1.15 0.56 -0.02 -0.158
C -7.3953 -5.4480 -3.7408 0.44 -0.33 0.24 -0.124
C -6.1887 -4.5411 -4.2216 -1.24 -0.21 0.70 -0.064
H -1.8529 -4.5643 -2.4756 -0.89 -0.86 0.33 0.072
H -1.0308 -3.7091 -3.4463 0.39 -0.02 -1.50 0.088
H -1.0770 -5.5177 -3.7222 0.14 0.32 -0.25 0.091
H -2.5435 -4.5489 -5.4476 0.26 0.77 -0.13 0.106
H -3.3967 -3.5049 -4.2957 0.19 0.15 0.14 0.117
H -3.9618 -5.8377 -3.2667 -1.20 -0.02 0.07 0.134
H -3.4246 -6.5193 -4.7226 -0.11 0.07 -0.43 0.131
H -5.9704 -4.7109 -6.9606 -0.12 0.17 0.39 0.102
H -4.6270 -5.7511 -7.1339 0.53 0.04 0.43 0.112
H -4.3804 -4.0437 -6.5102 -0.01 -0.33 0.17 0.102
H -6.6063 -6.9037 -5.9652 0.31 0.47 -0.29 0.135
H -5.2965 -7.6619 -5.0780 0.36 0.41 -0.20 0.134
H -7.6723 -7.6868 -3.9660 -0.20 0.37 -0.42 0.129
H -6.3185 -7.2392 -3.0317 -0.05 0.39 0.35 0.117
H -8.3009 -5.2741 -4.3219 0.13 0.05 -0.08 0.113
H -7.6351 -5.3544 -2.6816 0.00 0.78 -0.11 0.114
H -6.4983 -3.6224 -4.7199 -0.17 -0.60 -1.06 0.124
H -5.7406 -4.0397 -3.3638 0.94 -0.97 0.15 0.125
N 9.5388 7.7381 -3.3683 -2.45 -2.62 4.13 -0.223
S 9.1807 7.8554 -1.6981 -3.24 -3.53 2.34 0.609
O 8.7321 9.1240 -1.1931 1.17 -0.28 -0.87 -0.274
O 9.8584 6.9337 -0.7993 0.15 1.72 -2.04 -0.257
F 7.7425 7.0837 -1.7986 0.87 0.39 -0.61 -0.227
S 10.3017 9.0119 -3.5072 4.36 5.03 -2.21 0.407
O 11.4486 9.1593 -2.6071 -1.64 -0.04 -0.90 -0.277
O 9.5232 10.1905 -3.8151 0.55 -0.76 0.39 -0.263
F 10.9638 8.6443 -4.8953 0.19 0.17 -0.26 -0.186
N 0.4863 5.4855 1.6491 -5.37 -1.78 3.35 -0.292
S -0.4994 5.9134 3.0527 -0.74 -2.28 3.07 0.603
O -1.7237 6.6229 2.8351 0.80 0.56 -0.83 -0.303
O 0.1698 6.1192 4.3654 -0.92 -0.30 -3.61 -0.307
F -1.1367 4.4404 3.2484 0.68 -0.35 -0.36 -0.252
S 1.2991 6.7385 1.6983 7.96 3.84 -1.99 0.388
O 2.4683 6.6122 2.5625 -1.56 0.41 -1.00 -0.306
O 0.6926 8.0357 1.6029 -0.56 -0.67 0.28 -0.286
F 1.9344 6.5147 0.1837 -0.50 0.21 1.02 -0.243
N 6.5550 -4.5875 -5.6026 -2.40 -3.79 -2.38 -0.282
S 5.8492 -3.5051 -4.8118 -1.36 5.06 3.60 0.449
O 4.9581 -3.9827 -3.6985 1.61 1.23 -2.63 -0.376
O 5.4808 -2.3363 -5.6135 -0.26 -1.77 1.54 -0.315
F 7.1404 -2.9415 -4.0354 -0.41 -0.51 -0.05 -0.209
S 5.1515 -5.4445 -6.1448 0.77 -3.16 -1.08 0.613
O 4.0769 -4.7323 -6.8098 1.40 -0.30 1.22 -0.303
O 4.7948 -6.5929 -5.2941 0.65 2.26 -1.12 -0.345
F 5.8786 -6.2027 -7.4068 -0.24 0.84 1.11 -0.235
N -6.3431 -2.7748 3.5978 2.53 3.44 4.02 -0.273
S -5.8243 -4.0711 3.0967 0.26 -8.78 -3.69 0.355
O -5.5662 -5.1921 4.0288 -0.02 2.67 -0.90 -0.312
O -5.0087 -4.0705 1.9014 -0.05 0.52 0.81 -0.320
F -7.2289 -4.4918 2.5018 -1.11 -0.48 -0.66 -0.226
S -4.9638 -2.4870 4.6102 2.02 6.19 1.82 0.618
O -3.5690 -2.7903 4.2547 -2.91 -1.41 0.24 -0.293
O -5.2816 -2.2328 6.0017 -0.30 -2.01 -1.42 -0.283
F -4.8780 -0.9180 4.1593 -0.57 0.02 -0.49 -0.264
N 11.8952 0.8992 2.3430 1.20 1.48 5.83 -0.269
S 11.3909 1.5304 1.1216 -3.08 1.79 -12.10 0.422
O 12.2265 2.4982 0.3806 -1.16 -1.10 2.34 -0.293
O 9.9465 1.7609 0.9386 2.05 -0.48 1.26 -0.314
F 11.6321 0.2320 0.1316 -0.29 0.20 0.94 -0.247
S 11.9336 2.3396 3.2764 1.60 1.26 3.74 0.634
O 10.6874 3.0609 3.6015 2.22 -2.18 -1.06 -0.302
O 13.1349 3.1650 3.1295 -2.22 -1.90 -0.10 -0.288
F 12.2594 1.4550 4.6242 -0.43 0.77 -0.64 -0.254
N -0.4709 2.4231 -5.1802 -5.56 -2.04 0.10 -0.299
S 0.2920 3.1357 -6.2678 7.78 2.59 -3.83 0.416
O 0.0664 4.5463 -6.4721 -0.50 -1.13 0.14 -0.293
O 0.7066 2.3317 -7.4298 -1.60 1.33 1.84 -0.293
F 1.6531 3.1475 -5.3905 -0.16 0.09 -0.11 -0.227
S -1.8865 2.1988 -6.0897 -2.23 -2.87 0.57 0.570
O -1.9589 1.0042 -6.9318 0.61 1.87 1.55 -0.308
O -2.5291 3.3843 -6.5710 0.52 -0.22 0.26 -0.293
F -2.8821 1.7554 -4.8484 0.86 0.28 -0.17 -0.271
```
Positions in Å, forces in eV/Å.

The total energy comes out at -10429.245970 Eh. The frontier orbital gap comes out at 0.026 hartree. The largest force on an atom is 12.6 eV Å⁻¹. As for the total charge: 0. For the energy relative to the best compared isomer or geometry (same formula, charge and spin), the calculation gives 247.9 kcal per mole.